The following is a DFT calculation (ωB97M-V with the def2-TZVPD basis set) of a structure of composition C54H49F4N8S3Ti.

Properties
electronic energy = -135178.4839 eV
energy above the lowest of the compared OMol25 structures with the same formula, charge and spin = 0.000 eV
maximum force = 0.6 eV/A
LUMO energy = -7.81 eV
highest occupied orbital energy = -0.5622 hartree

Geometry as ORCA input:
```
! RIJCOSX wB97M-V def2-TZVPD def2/J DEFGRID3
* xyz 3 1
F -1.81 -3.04 5.49
H -4.54 -2.70 -3.13
H -2.73 -2.20 2.13
C 0.42 -2.45 3.70
C 2.25 -3.12 -0.89
N 1.33 1.25 -1.27
S 0.30 2.05 -0.30
H 1.15 6.01 2.28
C -1.37 -0.96 4.48
H 3.69 5.48 -1.13
H -6.34 0.03 1.50
H 0.00 3.88 1.76
H -0.30 -3.98 -3.00
H -2.33 1.64 -5.83
C -4.48 1.09 1.41
C -3.10 0.98 1.52
H 0.59 -2.50 4.77
H 2.48 -2.42 -0.10
C 1.45 5.43 1.42
C 2.49 5.87 0.61
C 1.91 0.12 4.08
C 1.21 2.13 -4.32
H 1.73 -2.51 1.97
C -1.93 -1.71 5.51
H 4.17 -4.07 -0.85
H 2.44 1.86 1.65
C -2.81 0.28 6.56
C 3.19 -4.04 -1.32
H 3.16 -1.26 5.23
H 2.58 -2.40 3.50
C 2.24 3.94 -0.81
S 0.90 0.29 -2.41
N 1.75 -0.58 2.76
N -0.08 1.33 0.94
C -5.02 2.38 1.06
C 3.17 -0.24 4.85
H 1.47 3.63 -5.81
C -1.12 3.75 -1.93
C 2.88 5.13 -0.50
C -4.16 -3.96 -1.43
F -0.93 1.13 3.55
F -3.16 -1.85 7.48
S -0.17 -1.90 -1.02
H 3.96 1.35 0.92
C 2.42 -0.45 -2.89
C 3.30 1.20 1.77
C -2.18 1.65 -1.31
N -0.63 -1.46 3.41
H 3.74 -0.88 2.10
H -0.28 4.43 -1.87
H 5.65 -2.13 -4.07
H 5.70 -0.60 -2.13
C 0.32 1.18 -3.81
C 1.21 3.52 0.02
C 4.73 -1.66 -3.73
C -1.34 1.78 -5.40
N 0.03 -1.48 0.40
H -2.29 5.05 -3.16
C -2.25 1.04 5.55
C 4.76 -0.80 -2.64
H -5.11 -4.48 -1.51
C 3.60 -0.18 -2.20
H 1.87 1.19 3.88
C -1.75 -2.65 -1.23
H 1.39 -5.62 -3.73
H 3.53 -2.57 -5.26
C -3.30 2.02 -2.03
C -3.85 -2.96 -2.34
N -2.50 -0.19 1.75
H -4.16 1.35 -2.06
C -2.25 4.09 -2.65
H 3.24 0.42 5.72
H -3.37 0.74 7.36
H -3.51 -5.11 0.27
C -3.34 3.24 -2.69
H 3.85 1.50 2.66
H -5.21 -2.15 1.99
H -2.46 1.84 1.41
C 1.70 -2.06 2.95
C -2.63 -2.30 -2.25
H 3.62 -5.66 -2.65
C 3.54 -1.91 -4.40
C -5.27 -0.04 1.57
C -0.95 0.99 -4.33
F -2.38 2.36 5.53
C -3.27 -4.31 -0.42
C 2.88 -4.93 -2.34
N -0.22 -0.76 -2.16
H -4.23 3.52 -3.24
C -3.26 -1.28 1.91
H 2.20 2.25 -3.91
H -1.62 0.25 -3.91
C -1.10 2.53 -1.26
H -2.14 0.70 -0.79
H 1.44 -1.48 -4.52
C 2.88 -0.26 1.82
H 3.61 0.50 -1.36
C -0.48 2.72 -5.93
H -1.35 -3.93 0.46
H 0.11 -3.45 3.38
C -2.05 -3.65 -0.32
C 0.80 2.90 -5.39
C -2.63 -1.09 6.53
C 1.63 -4.91 -2.94
C -1.55 0.41 4.55
H 2.99 6.80 0.84
C -4.64 -1.25 1.84
H 1.04 -0.12 4.68
H -0.79 3.33 -6.77
C 2.37 -1.30 -3.99
H 2.56 -0.58 0.83
C 0.80 4.24 1.13
C 0.68 -3.99 -2.54
Ti -0.25 -0.34 1.87
C 1.00 -3.11 -1.51
H 2.54 3.36 -1.67
H -2.36 -1.54 -2.97
N -5.39 3.41 0.72
H 4.08 -0.09 4.27
*
```

Atom charges from the Mulliken analysis, given in e for atoms 1 to 4: number 1, F, carries -0.3218; number 2, H, carries 0.5364; number 3, H, carries 0.7198; number 4, C, carries -1.3458

***

The following is a DFT calculation (ωB97M-V with the def2-TZVPD basis set) of a cluster of 7 separate species, C54H49FN4O13 in total at a distorted geometry.

Properties
electronic energy = -92080.4350 eV
energy above the lowest of the compared OMol25 structures with the same formula, charge and spin = 0.335 eV
SMILES = [H]/N=C\Cc1cc(C[C@H](C)F)c2ncc(COCCC)nc2c1CN.O=C1C=CC(=O)C=C1.O=C1C=CC(=O)C=C1.O=C1C=CC(=O)C=C1.O=C1C=CC(=O)C=C1.O=C1C=CC(=O)C=C1.O=C1C=CC(=O)C=C1
maximum force = 1.5 eV/A
LUMO energy = -1.97 eV
highest occupied orbital energy = -0.3132 hartree

Geometry as ORCA input:
```
! RIJCOSX wB97M-V def2-TZVPD def2/J DEFGRID3
* xyz 0 1
H -0.01 2.66 2.74
O 1.80 -1.79 7.21
H 2.94 1.52 3.31
N 1.15 2.22 -2.66
C 0.18 -1.23 8.82
O -2.02 5.28 -1.10
H 2.08 -1.84 -0.96
H 1.68 3.23 4.07
H 0.16 3.62 -3.79
H -6.51 -8.51 -3.09
C -0.49 -1.36 -5.24
H 0.33 0.86 3.67
H 1.84 -0.02 -3.02
C -1.48 -2.78 5.94
H -3.41 5.32 -2.67
H 8.18 -4.20 1.94
C 2.46 0.43 0.22
C -0.14 -0.48 9.87
H 4.33 -2.22 -2.98
C -1.90 8.51 -7.72
H 2.04 -1.42 3.84
C -1.22 8.67 -6.41
C 5.79 -1.73 1.58
H 3.05 -0.47 0.40
N 1.17 -0.92 4.02
C -3.17 3.26 -1.94
C -1.09 -3.49 4.88
H -3.01 5.27 -7.29
C 7.82 -0.78 2.59
H -0.71 7.78 -4.55
C 2.60 -1.64 -1.90
C 4.03 -2.18 -1.92
C 2.04 1.22 1.34
O -2.69 -2.73 7.95
O -1.91 9.41 -8.53
C 0.43 3.31 -2.78
H -0.23 0.22 -3.85
O -1.05 -3.14 -6.67
H -3.99 -7.79 -6.58
H 3.17 -0.07 2.59
H 0.25 4.12 1.83
C 2.14 0.63 9.78
N 0.24 3.85 -0.46
H 4.68 -1.47 -1.40
C -1.40 -2.40 -5.77
O 4.66 -1.57 1.17
C -4.53 -7.37 -5.74
C 1.29 2.34 1.07
C -5.99 -7.79 -3.71
H -2.32 3.00 0.07
O -5.29 -4.33 -4.07
C 2.46 -0.12 8.73
C -1.49 -4.90 4.71
C -2.34 -3.38 6.99
H 2.71 3.66 2.82
C -2.35 -5.50 5.77
C 2.15 0.75 -1.05
H 2.82 1.36 10.21
C -0.90 5.35 -1.99
H 8.41 0.03 3.00
H -1.10 -0.56 10.36
C -2.75 -2.52 -5.17
C -3.18 4.78 -1.74
C 8.47 -2.11 2.54
O 0.52 1.19 11.39
C -1.85 6.38 -5.80
C 2.59 -0.13 -2.23
H -2.32 2.98 -2.59
H -2.65 1.46 -0.78
H 0.49 -1.29 -5.70
C 6.58 -0.60 2.14
C -2.22 -0.67 -3.64
C 7.69 -3.24 1.97
H -2.63 -6.54 5.63
H 6.08 0.36 2.17
C -2.74 -4.79 6.82
C 0.98 2.72 -0.27
H 3.42 -0.04 8.24
C -0.03 4.12 -1.71
H -3.39 -3.28 -5.57
H -3.04 7.11 -8.96
H -4.01 -5.35 -6.10
N 1.76 3.69 3.18
O -2.57 0.07 -2.74
H -1.22 5.36 -3.04
H -1.20 -1.74 6.07
C -4.54 -6.07 -5.48
C 6.44 -3.06 1.52
C 1.51 -1.11 8.17
O -5.24 -9.52 -5.11
H -3.97 2.40 -0.11
C -2.53 6.22 -7.10
C -6.00 -6.48 -3.45
F 1.90 -2.37 -2.88
O -1.14 -5.55 3.75
H -0.74 9.62 -6.22
C -1.20 7.68 -5.52
H 5.86 -3.87 1.11
C -3.13 -1.71 -4.18
C 1.40 1.93 -1.35
C 1.21 0.24 3.50
C 0.81 0.51 10.43
C -5.28 -5.52 -4.31
H -3.36 -5.21 7.60
H -0.50 -1.95 8.39
O -1.84 5.48 -4.98
H -0.47 -3.06 4.10
C -2.55 7.21 -8.00
H -4.02 5.00 -1.05
C -5.25 -8.33 -4.88
O 9.60 -2.28 2.94
C 0.76 3.23 2.20
H -4.06 2.88 -2.45
H -6.53 -6.07 -2.61
H 3.54 0.21 -2.66
H 4.11 -3.20 -1.51
H -0.34 6.26 -1.74
H -4.11 -1.79 -3.72
C 2.43 0.74 2.73
C -0.88 -0.55 -4.25
C -3.00 2.48 -0.62
*
```

Atom charges from the Mulliken analysis, given in e for atoms 1 to 4: number 1, H, carries 0.1834; number 2, O, carries -0.5394; number 3, H, carries 0.3064; number 4, N, carries -0.4993